No. 1
14
Properties=species:S:1:pos:R:3:mulliken_charge:R:1 method="wB97M-V/def2-TZVPD" e_homo_ha=-0.3297 total_charge=0 relative_energy_kcal_mol=75.2 e_tot_ev=-7358.9924
C 0.643 -0.742 -1.471 -0.499
C 1.836 -1.321 -1.541 -0.408
C -1.375 1.204 0.558 -0.384
C -0.129 1.100 1.399 -0.156
O -0.657 -0.153 1.942 -0.367
C -1.746 0.055 1.123 -0.285
H 0.462 0.252 -1.875 0.250
H -0.206 -1.231 -1.000 0.183
H 2.010 -2.315 -1.136 0.234
H 2.685 -0.830 -2.009 0.233
H 0.812 0.910 0.875 0.231
H 0.000 1.834 2.199 0.243
H -2.565 -0.658 1.104 0.384
H -1.769 1.897 -0.170 0.341

=====

No. 2
17
Properties=species:S:1:pos:R:3:mulliken_charge:R:1 method="wB97M-V/def2-TZVPD" e_homo_ha=-0.3362 total_charge=0 smiles="C/C=C/CCN" relative_energy_kcal_mol=22.6 e_tot_ev=-6852.5493
C -2.636 1.276 0.968 -1.065
C -1.515 0.893 0.066 -0.102
C -0.518 0.062 0.400 -0.449
C 0.609 -0.218 -0.578 -0.237
C 1.685 -1.123 -0.029 -0.746
H -2.293 1.743 1.922 0.272
H -3.306 2.025 0.462 0.291
H -3.302 0.433 1.282 0.272
H -1.488 1.375 -0.952 0.280
H -0.516 -0.346 1.384 0.387
H 1.087 0.720 -0.782 0.258
H 0.257 -0.679 -1.524 0.257
H 1.318 -2.126 0.255 0.359
H 2.064 -0.742 0.967 0.340
H 2.519 -1.671 -1.807 0.253
H 3.204 -0.347 -1.112 0.253
N 2.832 -1.273 -0.921 -0.621